No. 1
The following is a quantum chemistry calculation of 8 unconnected molecules or ions with the total composition C6H30N2O7, from the OMol25 dataset.

Spin multiplicity: 1
F_max, eV/A: 0.9
E_tot, a.u.: -882.8326
SMILES string: CCCNCCCN.O.O.O.O.O.O.O
E_HOMO, eV: -9.45
Frontier orbital gap, eV: 9.867
M, g mol⁻¹: 242.31
Charge: 0

Structure (XYZ):
```
45
Properties=species:S:1:pos:R:3:forces:R:3
C -1.877 3.124 -0.265 0.2 -0.1 0.0
C -1.511 2.047 0.754 -0.1 0.1 -0.4
C -2.115 0.682 0.430 0.2 0.0 0.3
N -1.334 -0.010 -0.597 -0.1 0.2 0.1
C -1.778 -1.371 -0.879 0.2 0.1 -0.3
C -1.372 -2.422 0.146 0.3 0.1 0.0
C 0.131 -2.526 0.393 -0.1 0.1 0.1
N 0.914 -2.565 -0.856 -0.1 0.3 0.1
H -1.552 2.853 -1.268 -0.1 0.0 -0.1
H -1.394 4.071 -0.026 0.0 0.1 0.1
H -2.954 3.284 -0.277 -0.1 0.0 -0.1
H -1.837 2.364 1.741 -0.1 0.0 0.2
H -0.425 1.940 0.805 0.1 0.0 0.1
H -3.140 0.789 0.068 0.0 0.0 0.0
H -2.166 0.107 1.358 0.0 -0.2 0.1
H -0.348 -0.012 -0.326 -0.2 0.0 -0.1
H -1.380 -1.633 -1.867 0.0 -0.1 0.1
H -2.861 -1.365 -1.007 -0.1 0.0 0.1
H -1.837 -2.221 1.107 -0.2 0.0 0.1
H -1.731 -3.392 -0.185 -0.2 -0.2 -0.1
H 0.477 -1.668 0.977 0.0 0.0 0.0
H 0.305 -3.412 1.008 0.0 0.0 0.0
H 0.406 -3.054 -1.581 0.0 -0.3 0.0
H 1.776 -3.063 -0.697 0.1 -0.2 -0.1
O 1.132 0.757 3.465 0.4 0.2 -0.2
H 0.698 0.560 2.628 -0.1 0.0 0.0
H 2.018 1.075 3.175 -0.3 -0.2 0.1
O -0.936 1.194 -3.141 -0.4 -0.1 0.1
H -1.353 0.899 -2.294 0.3 0.0 0.0
H -0.658 0.356 -3.541 0.0 -0.1 -0.2
O 0.895 -0.987 -3.687 -0.2 -0.6 0.6
H 1.420 -0.198 -3.487 0.2 0.0 0.1
H 0.893 -1.502 -2.848 0.1 0.6 -0.6
O 1.566 1.495 -2.534 0.1 0.2 -0.1
H 0.590 1.525 -2.743 0.0 0.1 0.1
H 1.916 2.359 -2.773 0.1 -0.1 0.0
O 3.401 1.401 1.944 -0.1 -0.1 -0.2
H 2.934 0.998 1.182 0.0 0.1 0.0
H 4.239 0.933 1.965 0.1 0.0 0.1
O 0.887 -1.582 4.955 0.1 0.2 -0.4
H 1.043 -0.761 4.442 -0.1 -0.3 0.1
H 1.068 -1.317 5.855 0.0 0.0 0.3
O 1.989 0.235 -0.146 -0.2 0.6 0.0
H 2.001 -0.695 -0.370 -0.1 -0.5 -0.2
H 1.859 0.710 -1.002 0.1 0.0 0.3
```
Positions in Å, forces in eV/Å.


No. 2
The following is a quantum chemistry calculation of a molecular structure, C13H30AlOS in a non-equilibrium geometry, from the OMol25 dataset.

Spin multiplicity: 1
F_max, eV/A: 1.1
E_tot, a.u.: -1229.2448
E_HOMO, eV: -4.48
Frontier orbital gap, eV: 7.626
M, g mol⁻¹: 261.43
Charge: -1

Structure (XYZ):
```
46
Properties=species:S:1:pos:R:3:forces:R:3
C -2.473 -3.637 0.507 -0.2 0.5 0.5
C -3.245 -2.547 1.283 0.4 0.0 -0.5
C -2.332 -1.361 1.592 -0.3 -0.1 0.6
C -2.779 -0.517 2.785 0.4 0.0 0.0
C -1.618 0.062 3.588 0.1 0.7 -0.3
C -0.756 1.113 2.827 -0.2 -0.8 0.2
Al 0.733 0.404 1.640 -0.2 0.9 0.0
S 1.717 -1.492 2.488 0.1 -0.4 0.0
C 2.193 1.774 1.255 -0.3 -1.0 0.1
C 3.119 1.228 0.137 -0.3 0.5 0.4
C 3.033 2.036 -1.155 0.0 -0.4 -0.1
C 1.795 1.654 -1.974 0.4 -0.1 0.3
C 1.939 0.275 -2.628 0.1 0.3 0.2
O 1.968 0.267 -4.054 -0.1 0.0 0.0
C 0.836 0.828 -4.690 0.0 -0.3 -0.2
C -0.508 0.351 -4.159 0.3 0.5 0.4
H -1.633 -3.169 0.004 0.1 -0.1 -0.3
H -2.057 -4.340 1.220 0.1 -0.3 0.0
H -3.108 -4.156 -0.203 0.0 -0.2 -0.1
H -4.102 -2.223 0.699 -0.3 0.1 0.0
H -3.610 -2.961 2.216 -0.2 -0.1 0.2
H -1.352 -1.764 1.835 0.3 0.0 -0.1
H -2.221 -0.726 0.723 0.2 0.0 -0.3
H -3.390 0.324 2.458 -0.3 0.0 0.0
H -3.378 -1.137 3.455 -0.2 0.0 0.1
H -2.062 0.564 4.449 0.0 -0.1 0.3
H -0.975 -0.742 3.943 0.0 -0.2 0.2
H -1.451 1.721 2.243 0.0 0.2 -0.2
H -0.371 1.782 3.598 0.3 0.2 0.0
H 0.116 0.010 0.192 0.1 -0.2 -0.1
H 1.598 -1.319 3.812 -0.1 0.2 0.0
H 2.767 1.872 2.175 0.1 0.3 0.2
H 1.765 2.740 0.992 0.0 0.3 0.0
H 4.147 1.185 0.489 0.2 0.0 0.0
H 2.837 0.197 -0.078 0.1 -0.3 -0.2
H 3.933 1.868 -1.749 0.1 0.1 -0.2
H 2.977 3.098 -0.931 0.2 0.2 0.2
H 1.632 2.441 -2.705 -0.3 0.0 -0.3
H 0.964 1.613 -1.275 -0.3 0.2 -0.1
H 2.892 -0.141 -2.320 0.2 -0.2 -0.1
H 1.187 -0.406 -2.237 -0.3 -0.1 -0.1
H 0.914 0.542 -5.737 0.2 -0.1 -0.1
H 0.884 1.918 -4.673 0.0 0.2 0.1
H -0.758 0.899 -3.254 -0.1 0.0 0.2
H -1.281 0.570 -4.889 -0.2 -0.2 -0.1
H -0.482 -0.698 -3.891 -0.1 -0.3 -0.2
```
Positions in Å, forces in eV/Å.


No. 3
The following is a quantum chemistry calculation of 2 unconnected molecules or ions with the total composition IO2S2 in a non-equilibrium geometry, from the OMol25 dataset.

Spin multiplicity: 1
F_max, eV/A: 2.2
E_tot, a.u.: -1244.4540
E_HOMO (alpha / beta), eV: -4.42 / -4.52
Frontier orbital gap (alpha / beta), eV: 7.340 / 6.029
M, g mol⁻¹: 223.04
Charge: -1

Structure (XYZ):
```
5
Properties=species:S:1:pos:R:3:forces:R:3
O 0.323 1.647 -1.170 -0.1 -0.7 0.5
O 0.113 -1.593 -0.181 -0.7 -1.1 -0.2
S -1.056 -0.020 2.087 0.2 -0.6 -0.8
S 0.100 -0.342 0.529 0.0 2.2 0.3
I 2.461 -0.354 1.510 0.6 0.1 0.2
```
Positions in Å, forces in eV/Å.


No. 4
The following is a quantum chemistry calculation of a molecular structure, C28H32N6O4SSb2W in a non-equilibrium geometry, from the OMol25 dataset.

Spin multiplicity: 3
F_max, eV/A: 1.5
E_tot, a.u.: -2660.9200
E_HOMO (alpha / beta), eV: -12.52 / -13.80
Frontier orbital gap (alpha / beta), eV: 4.998 / 6.198
M, g mol⁻¹: 976.03
Charge: +2
⟨S²⟩: 2.02

Structure (XYZ):
```
74
Properties=species:S:1:pos:R:3:forces:R:3
W 0.236 -0.033 0.207 0.1 -0.9 -0.8
O 4.027 0.296 1.826 -0.1 -0.2 0.1
C 2.743 0.201 1.603 0.0 0.0 0.2
O 2.264 -0.643 0.745 -0.4 0.4 0.1
C 1.858 1.066 2.284 -0.4 0.0 0.3
C 2.149 2.304 2.893 0.1 0.1 0.1
C 1.151 3.227 3.067 0.1 -0.1 0.0
C -0.154 2.978 2.548 0.0 -0.1 0.0
C -0.428 1.741 2.058 -0.3 0.3 0.5
N 0.514 0.724 2.106 0.0 0.4 -1.4
C -1.720 1.347 1.339 0.4 0.3 1.3
O -2.627 2.102 1.129 -0.1 0.1 -0.1
O -1.653 0.080 0.970 1.0 -0.3 -1.0
H 4.550 -0.241 1.205 0.1 0.1 -0.2
H 3.174 2.537 3.151 0.0 0.0 0.0
H 1.368 4.184 3.519 0.0 0.0 0.0
H -0.906 3.754 2.526 -0.1 0.0 0.0
C 2.064 -1.783 -2.976 0.1 0.0 0.0
Sb 0.375 -2.140 -1.756 -0.1 -0.1 0.2
C -1.209 -2.282 -3.152 0.0 0.0 0.0
C 0.484 -4.231 -1.286 0.1 -0.1 0.0
C -0.806 -4.763 -0.735 0.0 -0.1 0.0
C -1.783 -5.232 -1.612 0.0 0.0 0.0
C -2.987 -5.734 -1.146 0.0 0.0 0.0
C -3.226 -5.786 0.219 0.0 0.0 0.0
C -2.253 -5.347 1.102 0.0 0.0 0.0
C -1.043 -4.836 0.642 0.0 0.1 0.0
C -0.008 -4.392 1.627 0.0 -0.1 0.0
Sb 0.039 -2.294 2.011 -0.1 0.3 -0.1
C -1.621 -1.992 3.273 -0.1 -0.1 0.0
C 1.645 -2.242 3.381 0.0 0.0 0.1
H 2.017 -2.478 -3.813 0.0 0.0 0.0
H 2.990 -1.936 -2.425 0.0 0.0 0.0
H 2.028 -0.760 -3.348 0.0 0.0 0.0
H -0.965 -3.137 -3.782 0.0 0.0 0.0
H -1.286 -1.390 -3.766 0.0 0.0 0.0
H -2.151 -2.459 -2.638 0.0 0.0 0.0
H 1.353 -4.429 -0.661 0.0 0.0 0.0
H 0.687 -4.671 -2.265 0.0 0.0 0.0
H -1.590 -5.232 -2.678 0.0 0.0 0.0
H -3.726 -6.099 -1.846 0.0 0.0 0.0
H -4.155 -6.190 0.597 0.0 0.0 0.0
H -2.427 -5.425 2.169 0.0 0.0 0.0
H 1.002 -4.694 1.352 0.0 0.0 0.0
H -0.213 -4.797 2.619 0.0 0.0 0.0
H -1.530 -2.685 4.109 0.0 0.0 0.0
H -2.552 -2.171 2.741 0.0 0.0 0.0
H -1.605 -0.969 3.643 0.0 0.0 0.0
H 1.406 -2.962 4.165 0.0 0.0 0.0
H 1.749 -1.258 3.832 0.0 0.0 0.0
H 2.577 -2.535 2.903 0.0 0.0 0.0
N 5.538 0.644 -0.804 0.0 -0.1 0.1
C 4.604 1.145 -1.256 0.1 0.0 -0.2
N 3.503 1.675 -1.812 0.0 0.0 0.0
C 2.454 1.559 -1.157 -0.1 0.0 0.2
N 1.434 1.452 -0.555 -0.1 -0.1 0.2
N 0.073 2.956 -3.014 -0.1 0.0 0.0
C -0.654 2.453 -2.026 0.3 0.0 -0.5
S -0.841 0.694 -2.020 -0.2 0.0 0.9
N -1.259 3.226 -1.160 -0.1 -0.2 0.1
C -1.224 4.664 -1.162 0.0 0.0 0.0
C -0.008 5.334 -1.109 0.0 0.0 0.1
C -0.007 6.721 -1.107 0.0 0.0 0.0
C -1.206 7.419 -1.138 0.0 0.0 0.0
C -2.413 6.734 -1.164 0.0 0.0 0.0
C -2.430 5.347 -1.180 0.0 0.0 0.0
H 0.466 2.332 -3.699 0.0 0.0 0.0
H 0.088 3.951 -3.196 0.0 0.0 0.0
H -1.882 2.777 -0.492 -0.1 0.1 0.0
H 0.923 4.784 -1.040 0.0 0.0 0.0
H 0.932 7.255 -1.068 0.0 0.0 0.0
H -1.201 8.500 -1.134 0.0 0.0 0.0
H -3.347 7.278 -1.178 0.0 0.0 0.0
H -3.366 4.805 -1.208 0.0 0.0 0.0
```
Positions in Å, forces in eV/Å.


No. 5
The following is a quantum chemistry calculation of a molecular structure, C6H10O in a non-equilibrium geometry, from the OMol25 dataset.

Spin multiplicity: 1
F_max, eV/A: 4.4
E_tot, a.u.: -309.7158
E_HOMO, eV: -8.25
Frontier orbital gap, eV: 9.238
M, g mol⁻¹: 98.14
Charge: 0

Structure (XYZ):
```
17
Properties=species:S:1:pos:R:3:forces:R:3
C 1.470 -0.063 0.760 0.3 -0.3 1.7
C 1.720 0.064 -0.722 -4.3 -0.9 -0.8
C -0.036 0.158 0.766 -0.4 -1.3 -1.5
C -0.238 0.606 -0.655 3.6 -1.3 0.1
C -0.982 -0.648 1.627 0.3 1.4 0.9
C -1.199 0.380 -1.769 -0.8 -1.4 1.2
O -0.378 1.482 0.384 -0.1 1.1 0.3
H 1.765 -0.962 1.413 -0.2 0.7 -1.6
H 1.913 0.736 1.309 0.5 0.9 0.4
H 2.449 0.615 -1.291 0.4 0.4 0.5
H 1.477 -0.905 -1.195 0.5 0.4 0.0
H -1.580 0.113 2.215 0.7 -1.1 -0.1
H -0.329 -1.311 2.273 -1.3 0.6 -0.6
H -1.712 -1.171 1.014 0.1 -0.4 0.1
H -2.238 0.251 -1.285 1.4 -0.3 -1.0
H -0.812 -0.494 -2.348 -0.8 0.3 0.7
H -1.289 1.148 -2.495 0.1 1.2 -0.3
```
Positions in Å, forces in eV/Å.


No. 6
The following is a quantum chemistry calculation of a molecular structure, CuH10O13S2 in a non-equilibrium geometry, from the OMol25 dataset.

Spin multiplicity: 1
F_max, eV/A: 5.1
E_tot, a.u.: -3420.6956
E_HOMO, eV: 2.64
Frontier orbital gap, eV: 2.536
M, g mol⁻¹: 345.75
Charge: -3

Structure (XYZ):
```
26
Properties=species:S:1:pos:R:3:forces:R:3
Cu -0.187 0.084 0.819 1.1 -0.5 -0.7
S 1.259 1.716 -3.675 2.8 -2.0 -3.6
O 0.897 2.144 -2.367 -2.3 1.9 4.2
O 1.493 2.857 -4.588 -0.4 1.3 -0.3
O 2.506 0.958 -3.538 1.4 -0.3 0.0
O 0.312 0.789 -4.305 -2.1 -0.3 -0.2
S 3.315 -2.368 0.749 0.4 -0.6 -0.9
O 2.113 -2.547 -0.080 -2.6 -0.7 -0.9
O 3.007 -1.483 1.826 -1.5 2.7 3.6
O 3.766 -3.637 1.307 0.5 -2.0 0.5
O 4.310 -1.751 -0.077 2.4 0.7 -1.7
O -3.321 -2.406 2.723 -0.1 0.1 0.3
H -3.073 -3.281 2.425 0.3 -0.2 -0.2
H -4.144 -2.222 2.269 -0.1 0.1 -0.2
O -0.900 -5.202 0.334 -0.6 -0.4 0.2
H -1.102 -5.536 -0.540 0.1 0.0 -0.2
H -0.236 -4.528 0.185 0.7 0.5 0.0
O -0.531 2.817 3.070 -0.1 -0.3 0.0
H -0.021 3.566 2.762 0.3 0.2 -0.3
H -1.050 3.163 3.796 -0.1 0.0 0.2
O 1.017 5.446 0.447 -0.1 0.3 0.6
H 1.067 6.079 -0.269 0.0 0.0 -0.2
H 0.968 4.595 0.011 0.1 -0.5 -0.4
O -3.517 0.149 -0.871 -0.1 -0.1 0.5
H -3.867 1.026 -1.026 0.1 0.3 -0.1
H -4.081 -0.429 -1.385 0.1 -0.2 -0.2
```
Positions in Å, forces in eV/Å.


No. 7
The following is a quantum chemistry calculation of 2 unconnected molecules or ions with the total composition C5H16N2O in a non-equilibrium geometry, from the OMol25 dataset.

Spin multiplicity: 2
F_max, eV/A: 3.5
E_tot, a.u.: -384.5101
E_HOMO (alpha / beta), eV: -13.55 / -13.31
Frontier orbital gap (alpha / beta), eV: 10.786 / 5.701
M, g mol⁻¹: 120.20
Charge: +1
⟨S²⟩: 0.75

Structure (XYZ):
```
24
Properties=species:S:1:pos:R:3:forces:R:3
C -1.091 -0.424 -1.592 -0.9 -0.5 0.2
N -1.217 -0.323 -0.156 3.1 1.7 -0.4
C -1.630 0.974 0.305 -2.2 0.7 1.3
C -0.037 -0.863 0.551 -1.2 -1.0 1.4
C 1.176 0.067 0.535 0.7 0.2 -1.0
N 1.662 0.258 -0.821 -0.1 -0.5 0.1
C 2.880 1.045 -0.917 0.2 1.0 -0.2
H -0.629 -1.364 -1.851 0.0 -0.2 -0.1
H -0.418 0.394 -1.897 0.1 0.1 0.0
H -2.077 -0.328 -2.044 0.1 0.2 -0.2
H -2.333 0.855 1.148 -0.2 -0.2 -0.3
H -0.941 1.642 0.835 0.7 -0.6 -0.6
H -2.165 1.561 -0.440 0.2 -0.3 -0.2
H -0.308 -1.037 1.599 -0.1 0.5 0.0
H 0.110 -1.884 0.195 0.5 0.3 -0.5
H 1.970 -0.370 1.157 -0.4 -0.2 0.2
H 0.938 1.051 0.934 0.0 -0.1 0.2
H 1.827 -0.668 -1.203 0.1 0.0 -0.2
H 2.739 1.997 -0.394 0.0 -0.2 0.0
H 3.800 0.591 -0.550 -0.1 -0.4 0.4
H 3.097 1.309 -1.947 -0.2 -0.1 -0.2
H -2.676 -0.869 1.727 -0.2 -0.6 0.1
H -2.146 -2.232 2.298 -0.2 -0.1 -0.2
O -2.531 -1.383 2.527 0.1 0.4 0.3
```
Positions in Å, forces in eV/Å.


No. 8
The following is a quantum chemistry calculation of a single C5H10O2 molecule, from the OMol25 dataset.

Spin multiplicity: 1
F_max, eV/A: 0.8
E_tot, a.u.: -346.9670
SMILES string: CC[C@@H](O)CC=O
E_HOMO, eV: -10.02
Frontier orbital gap, eV: 10.896
M, g mol⁻¹: 102.13
Charge: 0

Structure (XYZ):
```
17
Properties=species:S:1:pos:R:3:forces:R:3
C -2.479 -0.539 -0.134 0.2 0.0 0.1
C -1.249 0.271 -0.628 0.2 0.2 0.0
C 0.104 -0.064 0.072 0.0 0.3 0.1
O 0.514 -1.307 -0.451 0.0 -0.2 0.1
C 1.391 0.888 -0.021 -0.3 -0.2 0.0
C 2.559 0.284 0.758 -0.1 -0.3 0.1
O 2.669 -0.884 1.068 -0.1 0.5 -0.1
H -3.388 -0.199 -0.653 0.4 0.0 0.1
H -2.400 -1.616 -0.322 0.2 0.2 0.0
H -2.672 -0.398 0.936 0.2 0.0 -0.1
H -1.166 0.089 -1.709 0.3 0.2 0.2
H -1.487 1.330 -0.489 0.1 0.0 0.0
H -0.129 -0.166 1.146 0.1 0.0 -0.1
H 1.286 -1.564 0.084 -0.2 -0.2 -0.2
H 1.373 1.938 0.325 -0.7 -0.4 0.0
H 1.711 0.958 -1.073 0.0 -0.1 0.1
H 3.363 0.978 1.089 -0.2 0.0 -0.2
```
Positions in Å, forces in eV/Å.